15
Properties=species:S:1:pos:R:3:forces:R:3:lowdin_charge:R:1 method="wB97M-V/def2-TZVPD" energy_ha=-354.4391 max_force_ev_per_a=3.55 e_homo_ev=-13.46 spin_multiplicity=1 total_charge=+1
C -0.574369 1.221553 -0.427023 -0.04 0.43 0.73 -0.25
C 0.477887 2.170742 -0.170027 1.18 1.43 -1.94 -0.09
N 1.501905 -0.138257 -0.508691 -0.58 -0.24 0.30 0.17
N 2.281646 -0.528406 0.200576 0.30 0.46 -1.99 -0.26
N -1.500476 0.550856 -0.467974 0.02 0.69 -0.35 0.13
N 3.135510 -1.200463 0.669502 2.15 -1.94 2.04 0.13
N -2.318819 -1.737699 -0.007227 0.47 0.07 0.77 0.23
H 0.818218 2.120947 0.854088 0.04 -0.31 0.24 0.08
H 0.007000 3.177142 -0.292098 0.64 -0.59 -0.15 0.11
H 1.392416 1.982688 -0.889975 -2.13 0.82 1.43 0.12
H -2.040713 -0.749471 0.333753 -0.74 -0.79 -1.02 0.07
H 4.005759 -0.874073 1.116467 -1.06 0.46 -0.34 0.12
H -3.274802 -1.765864 -0.355173 -0.21 0.17 0.35 0.14
H -2.188402 -2.378752 0.796652 0.06 -0.19 -1.13 0.16
H -1.722757 -1.850946 -0.852847 -0.09 -0.46 1.05 0.15

30
Properties=species:S:1:pos:R:3:forces:R:3:lowdin_charge:R:1 method="wB97M-V/def2-TZVPD" energy_ha=-1284.3462 max_force_ev_per_a=0.61 e_homo_ev=-4.10 spin_multiplicity=1 total_charge=-1
C 5.546816 0.185649 -1.775759 0.04 0.00 0.02 -0.17
C 4.109635 0.128578 -2.280966 -0.01 -0.07 0.11 -0.31
C 3.046641 0.709313 -1.347014 -0.05 0.26 -0.55 -0.78
Cl 3.308814 -0.139677 0.364725 0.05 -0.18 0.29 0.37
N 1.775741 0.632149 -1.850714 0.08 0.01 0.06 -0.29
P 0.461343 -0.028366 -1.261025 -0.22 0.03 0.27 0.40
O 0.128061 -1.486778 -1.324031 0.08 0.03 -0.07 -0.52
H 5.742469 -0.578838 -1.024242 -0.05 0.01 0.00 0.04
H 5.762466 1.151488 -1.309623 -0.02 0.02 -0.04 0.06
H 6.257998 0.046148 -2.594791 -0.03 -0.01 0.00 0.05
H 3.802453 -0.890506 -2.525354 0.05 -0.01 0.02 0.10
H 4.016543 0.712400 -3.201983 -0.05 -0.01 0.01 0.10
H 3.340854 1.729851 -1.060458 0.02 -0.07 0.06 0.07
H -0.550903 0.736536 -1.885638 0.02 -0.06 -0.05 -0.03
H 0.320871 0.397947 0.090477 0.07 0.00 -0.08 -0.03
C -2.137264 -1.800649 1.921686 0.03 -0.02 -0.04 -0.08
C -1.909247 -0.298977 1.947249 0.04 -0.11 -0.03 -0.29
O -2.390929 0.361410 0.792904 -0.05 0.22 -0.02 -0.18
C -3.776248 0.294502 0.554025 0.02 -0.09 0.03 -0.29
C -4.616580 1.014506 1.599017 -0.01 0.01 -0.01 -0.09
H -1.728829 -2.211994 0.997262 0.02 0.01 -0.01 0.08
H -1.620956 -2.262292 2.765691 0.00 0.00 0.00 0.07
H -3.194713 -2.063894 1.995907 0.00 0.00 0.01 0.06
H -0.838578 -0.097684 1.941282 -0.01 0.00 0.03 0.10
H -2.329404 0.147435 2.859042 -0.03 0.00 -0.02 0.10
H -4.109404 -0.746538 0.459962 0.01 0.00 -0.01 0.11
H -3.911471 0.762060 -0.421974 -0.02 0.01 0.00 0.12
H -4.567351 0.523576 2.572221 0.01 0.00 0.00 0.06
H -5.663133 1.028109 1.286763 0.00 0.00 0.01 0.07
H -4.275696 2.044536 1.715359 0.00 0.00 0.01 0.08

53
Properties=species:S:1:pos:R:3:forces:R:3:lowdin_charge:R:1 method="wB97M-V/def2-TZVPD" energy_ha=-1698.5352 max_force_ev_per_a=1.27 e_homo_ev=-8.28 spin_multiplicity=1
C -4.071044 -2.724178 1.920676 -0.17 -0.15 0.12 -0.04
C -2.856166 -2.460180 1.100314 0.06 -0.23 0.01 -0.24
C -1.925498 -3.456848 0.817729 -0.16 0.15 0.08 -0.02
C -0.794437 -3.196676 0.064480 0.13 0.25 -0.12 -0.01
C -0.564758 -1.917427 -0.431646 -0.37 -0.01 0.14 -0.12
C 0.612340 -1.532115 -1.263875 0.02 -0.31 0.10 -0.45
O 0.558120 -0.617637 -2.065155 -0.03 0.34 -0.12 0.06
N 1.729904 -2.271381 -1.066626 0.08 -0.26 0.02 0.08
C 2.987189 -1.942241 -1.710083 0.06 0.10 -0.10 -0.13
C 3.893348 -1.176934 -0.778808 0.12 -0.19 -0.05 -0.21
C 5.051272 -1.746100 -0.275991 -0.19 0.00 -0.18 -0.05
C 5.882289 -1.062405 0.610440 0.10 0.40 0.27 0.01
C 5.497035 0.202945 0.976389 -0.43 0.02 -0.28 -0.21
C 4.326213 0.781400 0.478724 0.38 -0.38 0.09 -0.19
C 3.510757 0.115078 -0.398980 0.16 0.31 0.22 0.06
O 4.183554 2.037530 1.003123 -0.29 -0.25 -0.32 0.04
C 5.302334 2.238712 1.839277 0.25 1.05 0.67 -0.16
O 6.114670 1.084149 1.822311 0.14 -0.44 -0.12 0.04
C -1.502671 -0.922335 -0.170647 0.28 -0.02 -0.17 0.02
C -2.620862 -1.190642 0.581948 -0.22 0.48 -0.03 -0.18
S -3.805682 0.127214 0.907559 0.23 0.22 -0.14 0.68
O -5.061179 -0.261629 0.326388 0.22 0.07 -0.20 -0.27
O -3.759879 0.408224 2.316661 0.22 0.09 -0.16 -0.28
N -3.193766 1.415450 0.080186 -0.54 -0.79 0.60 -0.27
C -2.546075 2.499599 0.777281 0.51 0.18 0.51 -0.19
C -1.380851 3.025591 -0.060272 -0.30 0.11 -0.02 -0.17
C -1.884696 3.439744 -1.441892 0.21 -0.21 -0.05 -0.20
C -2.590984 2.264792 -2.116609 -0.16 0.17 0.19 -0.17
C -3.719619 1.756480 -1.219794 -0.17 -0.22 -0.68 -0.19
H -4.962773 -2.514818 1.331828 -0.08 -0.09 0.04 0.08
H -4.096577 -3.752888 2.271228 -0.01 -0.03 0.03 0.08
H -4.091626 -2.044508 2.771221 -0.06 -0.07 0.11 0.08
H -2.094978 -4.455334 1.193855 -0.05 -0.07 0.04 0.11
H -0.110707 -4.003858 -0.156170 0.06 -0.07 -0.02 0.11
H 1.771660 -2.897590 -0.278850 -0.10 0.10 0.00 0.14
H 3.467345 -2.865286 -2.044976 0.00 0.12 -0.02 0.12
H 2.731879 -1.327884 -2.577645 0.08 -0.18 0.05 0.13
H 5.328738 -2.743679 -0.581651 0.01 -0.12 -0.06 0.11
H 6.786012 -1.503968 0.994712 0.13 -0.06 0.06 0.12
H 2.613156 0.564454 -0.789433 -0.18 0.08 -0.08 0.12
H 4.963001 2.435527 2.868803 0.04 -0.12 -0.25 0.14
H 5.882839 3.102855 1.477922 -0.13 -0.24 0.01 0.14
H -1.342090 0.065882 -0.568327 0.07 0.04 -0.07 0.09
H -2.212952 2.111587 1.739744 0.03 0.23 0.00 0.12
H -3.263137 3.313471 0.961527 0.03 -0.08 0.02 0.13
H -0.923661 3.874637 0.449681 0.04 -0.02 0.04 0.11
H -0.624263 2.246488 -0.167806 0.08 -0.04 0.05 0.11
H -1.049647 3.776368 -2.058197 -0.04 0.08 -0.01 0.11
H -2.585172 4.271839 -1.336178 -0.01 0.09 -0.02 0.11
H -3.006420 2.572416 -3.077119 -0.01 -0.05 -0.04 0.11
H -1.873193 1.463295 -2.298931 0.01 -0.07 -0.06 0.11
H -4.186018 0.859261 -1.626102 -0.06 0.17 -0.15 0.12
H -4.492274 2.533547 -1.122221 0.02 -0.09 0.01 0.13

Going through the records in order, we get Kohn-Sham gap values of 0.371; 0.267; 0.322 hartree.
Going through the records in order, we get relative energy (zero: lowest compared OMol25 entry of this formula, charge and spin) values of 308.7; 0.0; 179.4 kJ/mol.